Record 1
83
Properties=species:S:1:pos:R:3:forces:R:3:lowdin_charge:R:1 method="wB97M-V/def2-TZVPD" homo_energy_ha=-0.3350 total_charge=0 energy_ev=-41853.6733 relative_energy_kcal_mol=35.3 largest_force_ev_per_a=2.7
C -0.056845 -0.654861 -4.449388 1.5 0.6 0.5 -0.14
O -0.633150 -1.784333 -3.887591 0.1 -0.8 -0.6 -0.20
C 0.134999 -2.477713 -2.896322 0.0 0.4 -0.7 -0.18
C 1.407717 -3.192343 -3.371075 0.2 -1.3 -0.8 -0.39
C 1.073741 -4.485663 -4.233670 -1.0 2.4 0.4 -0.03
N 2.225954 -3.515460 -2.196585 0.7 0.6 0.0 0.03
H 0.813618 -0.748437 -5.133026 0.1 -0.8 0.6 0.09
H 0.264670 0.004761 -3.611744 -0.3 0.2 -0.6 0.09
H -0.746963 -0.217761 -5.129476 -1.1 0.7 0.0 0.07
H 0.464617 -1.746900 -2.148946 -0.3 -0.1 0.3 0.11
H -0.612585 -3.185961 -2.556965 0.3 -0.1 0.7 0.11
H 2.030912 -2.507102 -3.966303 -0.4 0.0 0.0 0.13
H 0.468186 -4.178760 -5.111967 0.1 -0.3 0.5 0.08
H 0.521959 -5.140774 -3.567449 -0.1 -0.3 -0.2 0.05
H 1.948510 -4.942317 -4.618370 1.0 -0.5 -0.1 0.05
H 3.212587 -3.648560 -2.442185 -0.7 -0.1 0.0 0.09
H 1.899886 -4.321859 -1.686068 -0.3 -0.2 0.0 0.05
C 6.822634 0.081785 1.347203 0.4 -1.1 0.5 -0.11
O 5.426490 0.002018 1.104733 0.7 0.5 0.2 -0.21
C 4.930901 -1.302647 0.989010 -0.1 -0.5 -1.5 -0.23
C 3.402808 -1.186629 1.025544 0.4 0.9 -1.1 -0.41
C 2.626731 -2.426606 1.340461 0.9 -0.8 0.6 -0.06
N 2.825712 -0.594529 -0.240224 0.5 0.0 0.4 0.03
H 7.164872 -0.248742 2.387299 -0.8 0.6 -1.0 0.11
H 7.062458 1.099147 1.139283 0.4 0.8 0.3 0.07
H 7.448850 -0.532971 0.670148 -0.6 0.1 -0.1 0.09
H 5.283603 -1.692533 -0.020082 -0.2 -0.3 1.3 0.15
H 5.271773 -1.853584 1.863637 0.1 -0.7 -0.1 0.12
H 3.374994 -0.468867 1.851028 -1.0 0.3 -0.2 0.14
H 2.996311 -2.818926 2.343766 -0.7 0.0 -1.4 0.11
H 2.726456 -3.128142 0.492105 0.2 -0.1 0.7 0.07
H 1.573094 -2.201626 1.360264 -0.4 0.2 0.4 0.07
H 3.455552 0.104606 -0.639555 -0.1 -0.2 0.3 0.09
H 2.618645 -1.282763 -0.985506 0.4 0.0 0.9 0.06
C -3.511924 4.400168 0.713262 0.3 0.4 0.1 -0.10
O -2.857796 4.271456 -0.563458 -1.2 -0.4 1.1 -0.20
C -2.295110 2.958143 -0.707445 -1.1 0.4 -0.4 -0.20
C -1.943721 2.793539 -2.172710 2.7 0.4 -0.2 -0.46
C -1.110435 4.026867 -2.660421 -0.5 0.7 1.9 -0.06
N -3.099661 2.603815 -2.988609 -1.0 -0.3 0.1 0.03
H -4.050556 3.512242 1.053278 -0.1 -0.2 -0.5 0.08
H -4.215525 5.238917 0.698857 0.2 -0.1 -0.3 0.09
H -2.805879 4.594896 1.531809 0.3 0.1 -0.3 0.08
H -1.407837 2.933792 -0.095301 0.4 -0.6 0.3 0.11
H -3.060870 2.187830 -0.426098 0.8 0.5 0.0 0.14
H -1.241015 1.917593 -2.204843 -0.8 0.3 -0.2 0.12
H -1.830583 4.883315 -2.760089 0.8 -0.7 -0.1 0.09
H -0.551805 3.884977 -3.583243 -0.1 -0.2 0.0 0.06
H -0.423223 4.308439 -1.810359 -0.3 -0.1 -1.1 0.09
H -3.743168 3.368769 -2.741194 0.2 -0.6 -0.6 0.11
H -2.874425 2.590273 -3.981919 -0.2 0.4 0.3 0.10
C -0.502465 -0.343513 4.385315 0.1 1.1 -0.3 -0.10
O -0.910259 0.846016 3.736438 -0.7 0.7 0.8 -0.20
C -0.961107 2.014033 4.608715 1.4 -0.9 -0.9 -0.19
C -2.217746 2.196209 5.423377 -1.1 -1.3 0.8 -0.46
C -3.436953 2.381895 4.494024 0.3 1.1 1.1 -0.05
N -2.172725 3.235688 6.439427 -0.4 0.5 -0.8 0.04
H -0.575726 -1.127483 3.651110 0.1 -0.4 -0.1 0.08
H -1.091595 -0.566625 5.251421 -0.7 -0.3 0.5 0.07
H 0.506826 -0.189492 4.740424 0.7 -0.3 0.0 0.08
H -0.061743 1.999623 5.258460 -0.3 0.0 -0.1 0.12
H -0.810825 2.802578 3.872444 -0.2 0.5 0.2 0.12
H -2.370329 1.335633 6.109690 0.0 -0.3 -1.0 0.14
H -4.358254 2.206573 5.075172 0.3 0.2 -0.4 0.08
H -3.377173 1.690842 3.661869 0.0 0.1 -0.3 0.07
H -3.417413 3.471688 4.178098 -0.2 -1.3 0.0 0.09
H -1.560105 3.000051 7.182557 0.6 -0.4 0.7 0.06
H -1.801086 4.067495 6.039473 0.2 1.0 -0.3 0.06
O -0.161128 -5.351433 -1.129264 -0.1 0.2 0.0 -0.10
H -0.665347 -6.010184 -1.616658 -0.1 0.1 0.1 0.04
H -0.790273 -4.623075 -0.873477 0.4 -0.7 0.0 -0.01
O 0.669599 1.183371 -0.261431 -1.3 0.6 -0.1 -0.08
H 0.940271 1.638987 -1.067611 0.3 -0.3 0.3 0.03
H 1.307396 0.487433 -0.041776 0.7 -0.2 -0.4 -0.02
O -3.377611 -0.258491 -2.787430 0.5 -1.5 -0.5 -0.06
H -2.767871 -0.734231 -3.389977 -0.4 0.4 0.3 0.05
H -3.169891 0.677403 -2.848980 -0.2 0.8 -0.1 -0.02
O -1.705111 -3.425549 -0.221830 -1.1 -1.2 1.5 -0.06
H -2.276372 -3.538059 0.573981 0.7 -0.2 -0.9 0.09
H -1.716404 -2.476562 -0.316044 0.2 1.5 -0.4 -0.02
O -1.985792 -0.810196 -0.481284 2.0 0.8 1.2 -0.05
H -1.208453 -0.215682 -0.635966 -0.6 -0.5 0.6 0.05
H -2.380497 -0.844923 -1.333768 -1.3 0.2 -1.5 -0.02

Record 2
21
Properties=species:S:1:pos:R:3:forces:R:3:nbo_charge:R:1 method="wB97M-V/def2-TZVPD" s_squared=8.76 multiplicity=6 homo_energy_ha="-0.6065 / -0.6740" total_charge=+2 energy_ev=-21639.1804 relative_energy_kcal_mol=43.1 largest_force_ev_per_a=6.3
Li -1.026429 -0.922110 1.315265 -0.2 -1.4 -0.2 0.95
O -0.768867 -1.217723 -0.627185 0.1 0.4 0.0 -0.72
O -1.404734 0.726880 -1.536805 0.2 0.8 -0.4 -0.48
C -2.549023 0.903361 -0.662529 -0.2 -1.1 -0.3 -0.12
C -2.142574 1.654373 0.592802 -2.0 1.9 -1.4 -0.14
O -1.172637 0.971946 1.323506 -0.8 -0.3 0.4 -0.71
C -0.590601 -0.272157 -1.371396 3.5 0.7 0.7 0.86
H -3.273109 1.479136 -1.248309 0.1 0.0 0.3 0.28
H -2.969265 -0.086585 -0.441502 -0.1 0.3 0.0 0.22
H -3.062779 1.796503 1.188026 0.4 -0.2 0.1 0.27
H -1.806858 2.664587 0.299084 0.2 -0.4 0.3 0.23
Ir 0.620841 1.225085 1.618735 1.2 2.0 0.3 1.71
O 1.003792 -0.725682 1.981488 -0.9 0.1 2.0 -0.72
O 1.951793 0.274559 0.295776 -0.1 1.1 1.1 -0.62
C 2.284475 0.181981 -1.040728 1.0 -0.6 -0.1 0.19
C 1.241154 0.181317 -2.013071 -4.2 -1.0 -0.9 -0.52
O 2.540877 -1.884260 0.792817 -1.2 2.2 1.0 -0.42
C 1.907231 -0.916461 1.105804 2.8 -4.9 -2.9 0.94
H 3.274654 -0.231526 -1.221862 -0.2 0.1 0.1 0.25
H 1.127870 1.120141 -2.567383 -0.3 -0.2 0.1 0.28
H 1.332059 -0.663590 -2.704980 0.4 0.3 -0.1 0.29

Record 3
45
Properties=species:S:1:pos:R:3:forces:R:3:nbo_charge:R:1 method="wB97M-V/def2-TZVPD" homo_energy_ha=-0.2898 total_charge=0 energy_ev=-101723.8189 largest_force_ev_per_a=6.8
C -3.262224 2.600752 0.065224 0.8 0.7 -0.3 -0.66
C -1.730050 2.838766 -0.453213 -1.1 -0.2 -0.3 -0.22
Br -1.547087 4.845715 -0.629687 0.2 -1.0 0.3 -0.02
C -1.511649 2.237085 -1.929525 0.0 1.1 0.7 -0.45
C -0.922119 0.737256 -1.971961 -3.6 1.2 -2.5 0.00
C -0.236844 0.652333 -3.417330 0.7 1.3 -6.6 0.72
O 0.836510 0.022268 -3.701607 -2.2 0.7 2.9 -0.71
O -0.907053 1.286975 -4.466756 1.8 -2.4 6.0 -0.76
C -2.202301 -0.278471 -2.157365 1.4 -2.3 -0.6 -0.40
C -2.141652 -1.277731 -0.862566 0.1 2.0 -1.4 -0.44
C -0.513897 -1.328164 -0.736860 -3.0 -0.8 2.6 -0.25
N -0.225458 0.172410 -0.777449 1.6 -1.6 1.0 -0.41
C 1.267850 0.334842 -0.622035 1.8 1.3 -1.5 -0.27
C 1.753925 0.635306 0.877954 0.6 -0.7 -0.5 0.00
O 2.923711 -0.192319 1.149182 -1.1 0.4 -0.3 -0.70
C 2.273114 2.161978 1.055638 1.1 0.2 0.2 0.97
F 1.528269 3.097983 0.290463 1.6 -2.2 2.2 -0.32
F 3.616318 2.249944 0.619610 -3.3 0.1 1.1 -0.31
F 2.230984 2.480328 2.458270 0.0 -0.3 -3.7 -0.33
H -3.315191 2.618066 1.218425 0.0 -0.1 -1.9 0.23
H -3.674138 1.638786 -0.394643 0.5 1.2 0.9 0.21
H -3.859514 3.498879 -0.354503 0.8 -1.7 0.8 0.25
H -0.945568 2.531052 0.317565 -1.1 0.5 -1.1 0.19
H -0.886109 2.970690 -2.564620 -0.8 -1.5 1.2 0.28
H -2.552640 2.231487 -2.434230 1.9 -0.1 0.7 0.25
H -3.205830 0.174808 -2.448839 1.6 -0.4 0.7 0.25
H -1.816619 -0.941077 -3.028115 -1.2 1.1 1.1 0.24
H -2.649539 -0.615308 -0.061837 1.2 -1.5 -0.5 0.20
H -2.704813 -2.265019 -0.940275 1.0 1.4 -0.1 0.25
H -0.379478 -1.600540 0.383473 0.7 0.0 -2.0 0.24
H 0.052858 -1.985780 -1.480604 -0.9 1.4 0.9 0.27
H -0.566734 0.438816 0.174269 -0.5 0.5 -1.4 0.45
H 1.575545 1.198205 -1.331296 -0.4 -1.5 1.2 0.29
H 1.786961 -0.598383 -1.068109 -0.9 1.6 0.9 0.26
H 0.966069 0.398121 1.680815 0.8 0.6 -1.2 0.20
H 2.815256 -1.081091 0.743583 -0.2 1.0 0.3 0.49
C 2.389678 -4.108766 3.577916 0.1 -0.1 0.1 -0.64
C 1.797550 -3.501794 2.322338 0.2 0.1 0.3 -0.06
O 1.006803 -2.364386 2.651842 -0.2 0.3 -0.2 -0.74
H 1.597824 -4.403628 4.271163 0.0 0.0 -0.1 0.22
H 2.994649 -4.986514 3.339236 0.0 0.1 0.1 0.22
H 3.016814 -3.380842 4.100796 0.1 -0.1 -0.1 0.20
H 1.154879 -4.224357 1.814738 -0.1 0.2 0.0 0.18
H 2.586580 -3.193278 1.627873 0.1 -0.2 -0.1 0.14
H 1.584360 -1.725398 3.093050 -0.1 -0.2 0.0 0.47